18
Properties=species:S:1:pos:R:3:forces:R:3 method="wB97M-V/def2-TZVPD" charge=0 homo_lumo_gap_ha="0.3013 / 0.3043" e_lumo_ev="-0.4 / 0.0" de_lowest_ev=4.443
C 2.11096 -0.03669 -0.12478 0.0444 0.1315 -0.0394
C 0.91029 -0.93682 0.12508 -0.1071 0.1801 -0.0817
C -0.44588 -0.20583 0.17408 0.2236 -0.8074 1.3606
C -1.60964 -1.18794 0.31773 -0.0471 0.2294 -0.1168
C -0.86658 1.66532 -1.26242 0.1454 -0.5895 0.1993
C -0.47937 0.85548 1.13309 -0.0155 0.8069 0.7963
N -0.51045 1.75503 1.86611 0.0801 -0.7875 -0.2131
H 2.05411 0.40686 -1.12351 0.0584 -0.0008 0.1207
H 3.05088 -0.59364 -0.05220 -0.1856 0.0593 -0.0130
H 2.13822 0.77181 0.61234 0.0405 -0.0605 -0.1189
H 1.01938 -1.42381 1.11253 -0.0779 0.1530 -0.2098
H 0.89230 -1.76735 -0.59640 -0.2185 0.3388 0.0282
H -1.53198 -1.65950 1.31165 -0.0233 0.1472 -0.2108
H -2.58243 -0.69689 0.26629 0.0695 0.0136 -0.0081
H -1.58735 -2.00439 -0.41606 0.1425 0.3609 0.0195
H -1.80623 2.09936 -0.88042 0.2157 -1.0183 -0.2469
H -0.07977 2.41211 -1.06074 0.0952 -1.0324 -0.2315
H -0.67644 0.54688 -1.40238 -0.4404 1.8758 -1.0346